Run 1
C12H15N | the ωB97M-V functional and the def2-TZVPD basis

XYZ file:
```
28
Properties=species:S:1:pos:R:3:lowdin_charge:R:1
C -2.743 -1.094 0.641 -0.19
C -2.992 1.491 -0.738 -0.07
C -2.889 0.240 -1.196 -0.06
C -2.023 1.962 0.267 -0.05
C -1.960 -0.614 -0.434 -0.30
C -0.929 1.261 0.566 -0.06
C -0.668 0.003 -0.037 -0.19
C 2.696 -1.089 1.035 -0.10
C 2.478 1.282 -0.104 -0.03
C 0.759 -1.863 -0.865 -0.03
C 1.774 0.067 0.594 -0.37
C 0.565 -0.527 -0.153 -0.18
N -3.352 -1.238 1.600 0.19
H -3.777 2.132 -1.155 0.11
H -3.453 -0.145 -2.026 0.11
H -2.240 2.931 0.758 0.11
H -1.689 -1.444 -1.128 0.15
H -0.096 1.568 1.162 0.10
H 3.406 -0.576 1.819 0.12
H 2.195 -1.891 1.539 0.08
H 3.405 -1.420 0.276 0.07
H 3.386 1.604 0.231 0.03
H 2.461 0.926 -1.150 0.09
H 1.868 2.197 0.037 0.08
H -0.031 -2.382 -0.377 0.07
H 1.842 -2.154 -0.698 0.08
H 0.635 -1.650 -1.997 0.12
H 1.373 0.424 1.534 0.11
```

Its multiplicity is 1. The SMILES is C/C(=C1/C=CC=C[C@@H]1C#N)C(C)C. For the HOMO-LUMO gap, the calculation gives 0.31298 Ha. The value obtained for the lowest unoccupied orbital energy is 0.241 eV. For the highest occupied orbital energy, the calculation gives -8.28 eV.

---

Run 2
C12H15N | the ωB97M-V functional and the def2-TZVPD basis

XYZ file:
```
28
Properties=species:S:1:pos:R:3:lowdin_charge:R:1
C 0.128 2.519 -1.188 -0.11
C 1.205 1.526 -1.404 -0.13
C -0.190 1.165 -1.778 -0.24
C -0.970 0.066 -1.020 -0.27
C 0.534 -1.737 -1.541 -0.19
C 0.806 -2.017 -0.037 -0.13
C 0.215 -1.027 0.916 -0.20
C 0.483 -1.136 2.278 -0.04
C -0.063 -0.209 3.153 -0.10
C -0.954 0.750 2.741 -0.10
C -1.255 0.849 1.383 -0.04
C -0.660 -0.044 0.478 -0.14
H 0.076 3.408 -1.834 0.11
H -0.152 2.718 -0.144 0.09
H 1.866 1.661 -2.227 0.09
H 1.609 1.003 -0.531 0.11
H -0.487 1.146 -2.814 0.13
H -2.040 0.351 -1.117 0.15
H -1.516 -1.872 -1.365 0.11
H 1.283 -1.038 -1.920 0.11
H 0.639 -2.625 -2.132 0.10
H 1.883 -2.113 0.176 0.12
H 0.415 -3.037 0.229 0.13
H 1.159 -1.898 2.656 0.11
H 0.240 -0.243 4.213 0.11
H -1.430 1.447 3.430 0.10
H -2.000 1.600 1.100 0.12
N -0.825 -1.214 -1.699 -0.03
```

Its multiplicity is 1. The SMILES is c1ccc2c(c1)CCN[C@@H]2C1CC1. For the HOMO-LUMO gap, the calculation gives 0.35208 Ha. The value obtained for the lowest unoccupied orbital energy is 1.001 eV. For the highest occupied orbital energy, the calculation gives -8.58 eV.

---

Most stable one: run 2, least stable one: run 1.

---

Run 1
C5H7N3O4 | the ωB97M-V functional and the def2-TZVPD basis

XYZ file:
```
19
Properties=species:S:1:pos:R:3:lowdin_charge:R:1
C 1.473 1.468 -0.896 -0.03
C 0.173 2.048 -1.120 -0.03
C 1.271 0.444 -0.010 -0.34
C -0.709 1.318 -0.396 -0.30
C -1.580 -1.527 0.910 -0.52
N -0.037 0.309 0.285 -0.01
N -1.248 -2.089 -0.240 0.20
N -0.552 -0.488 1.226 -0.06
O -2.494 -1.726 1.692 0.10
O 2.119 -0.523 0.479 0.07
O -2.046 1.570 -0.108 0.06
O -0.715 0.149 2.518 0.06
H 2.485 1.899 -1.239 0.13
H -0.087 2.740 -1.924 0.11
H -0.280 -2.175 -0.394 0.10
H -1.675 -3.010 -0.366 0.14
H 3.008 -0.359 0.187 0.10
H -2.339 0.747 0.442 0.14
H -0.053 -0.278 3.036 0.09
```

Its multiplicity is 1. The SMILES is NC(=O)N(O)n1c(O)ccc1O. For the HOMO-LUMO gap, the calculation gives 0.29429 Ha. The value obtained for the lowest unoccupied orbital energy is 0.383 eV. For the highest occupied orbital energy, the calculation gives -7.62 eV.

---

Run 2
C5H7N3O4 | the ωB97M-V functional and the def2-TZVPD basis

XYZ file:
```
19
Properties=species:S:1:pos:R:3:lowdin_charge:R:1
C -0.440 -0.971 0.073 -0.31
C -1.242 1.239 0.257 -0.51
C 0.744 -0.028 0.136 -0.48
C 1.228 -0.020 -1.373 0.00
C 1.905 -0.355 1.092 -0.01
N 0.113 1.232 0.409 0.13
N -1.597 -0.088 0.104 0.16
N -3.012 -0.501 -0.094 -0.38
O -3.454 0.037 -1.005 0.18
O -0.572 -2.167 -0.050 0.14
O -1.959 2.187 0.359 0.13
O -3.510 -1.226 0.664 0.18
H 1.812 -0.924 -1.247 0.06
H 2.066 0.811 -1.370 0.13
H 0.401 0.015 -2.146 0.12
H 2.285 0.555 1.690 0.11
H 2.861 -0.691 0.516 0.11
H 1.628 -1.069 1.846 0.07
H 0.743 1.964 0.139 0.15
```

Its multiplicity is 1. The SMILES is CC1(C)NC(=O)N([N+](=O)[O-])C1=O. For the HOMO-LUMO gap, the calculation gives 0.39390 Ha. The value obtained for the lowest unoccupied orbital energy is 0.265 eV. For the highest occupied orbital energy, the calculation gives -10.45 eV.

---

Most stable one: run 1, least stable one: run 2.

---

Run 1
C5H9B | the ωB97M-V functional and the def2-TZVPD basis

XYZ file:
```
15
Properties=species:S:1:pos:R:3:lowdin_charge:R:1
B -0.061 -0.591 -0.493 -0.18
C 0.548 1.062 -0.986 0.01
C 0.515 1.784 0.123 -0.17
C -0.167 -0.401 1.060 -0.14
C 0.066 1.092 1.375 -0.23
C -0.415 -1.811 -1.398 -0.04
H 0.831 1.390 -1.968 0.05
H 0.780 2.833 0.189 0.10
H -1.092 -0.750 1.518 0.10
H 0.618 -0.997 1.534 0.11
H 0.809 1.225 2.166 0.11
H -0.856 1.565 1.729 0.11
H -1.482 -2.023 -1.326 0.07
H 0.089 -2.719 -1.076 0.06
H -0.183 -1.660 -2.448 0.05
```

Its multiplicity is 1. The SMILES is CB1C=CCC1. For the HOMO-LUMO gap, the calculation gives 0.37662 Ha. The value obtained for the lowest unoccupied orbital energy is 0.753 eV. For the highest occupied orbital energy, the calculation gives -9.50 eV.

---

Run 2
C5H9B | the ωB97M-V functional and the def2-TZVPD basis

XYZ file:
```
15
Properties=species:S:1:pos:R:3:lowdin_charge:R:1
B 0.357 -0.621 -0.123 -0.49
C -1.032 -0.231 0.120 -0.01
C -1.428 1.052 0.622 -0.18
C 1.446 0.283 0.459 0.16
C -0.753 2.231 0.379 0.04
C 0.697 -2.034 -0.902 -0.06
H -1.793 -0.964 0.019 0.08
H -2.339 1.158 1.215 0.10
H 1.287 0.525 1.522 0.06
H 2.384 0.283 -0.082 0.04
H -0.133 2.336 -0.525 0.07
H -0.984 3.178 0.869 0.06
H 0.077 -2.821 -0.588 0.02
H 1.734 -2.349 -0.929 0.03
H 0.482 -2.026 -2.053 0.09
```

Its multiplicity is 1. For the HOMO-LUMO gap (spin up / spin down), the calculation gives 0.29334 / 0.28336 Ha. The value obtained for the lowest unoccupied orbital energy (spin up / spin down) is -0.404 / -0.972 eV. For the highest occupied orbital energy (spin up / spin down), the calculation gives -8.39 / -8.68 eV.

---

Most stable one: run 1, least stable one: run 2.